{
  "formula": "C25H39Cl2HfPSe",
  "method": "ωB97M-V/def2-TZVPD",
  "charge": -2,
  "total_energy_ev": -127549.4572,
  "orbital_gap_ev": 3.175,
  "homo_ev": 0.660,
  "elements": ["P", "C", "C", "C", "C", "C", "C", "C", "C", "C", "C", "C", "C", "C", "C", "C", "C", "C", "C", "H", "H", "H", "H", "H", "H", "H", "H", "H", "H", "H", "H", "H", "H", "H", "H", "H", "H", "H", "H", "H", "H", "H", "H", "H", "H", "H", "H", "H", "H", "H", "H", "H", "Hf", "Cl", "Cl", "C", "H", "C", "C", "C", "C", "C", "C", "H", "H", "H", "H", "H", "Se"],
  "coordinates": [[0.33337, -0.80802, -0.12118], [1.68406, -0.32158, -1.36727], [1.59725, -0.80843, -2.82174], [2.88164, -0.47872, -3.59285], [3.28132, 1.00210, -3.49602], [3.23089, 1.55224, -2.06387], [1.92312, 1.18871, -1.34188], [-1.21133, 0.07705, -0.74090], [-1.44147, 0.13107, -2.24680], [-2.82117, 0.72752, -2.55983], [-3.02677, 2.09487, -1.89578], [-2.63589, 2.12699, -0.40786], [-1.27134, 1.48325, -0.13504], [-0.03812, -2.53250, -0.73612], [1.19129, -3.43700, -0.55666], [0.93137, -4.88586, -1.00066], [-0.32795, -5.49045, -0.36793], [-1.55141, -4.57570, -0.50151], [-1.27858, -3.12809, -0.05650], [2.55370, -0.82084, -0.89338], [0.75577, -0.32480, -3.33188], [1.40651, -1.88827, -2.87632], [2.75046, -0.75944, -4.64725], [3.69638, -1.09676, -3.18883], [4.29263, 1.12989, -3.89676], [2.61391, 1.59873, -4.13378], [4.06995, 1.13891, -1.48624], [3.34446, 2.64356, -2.07575], [1.93508, 1.56734, -0.31057], [1.08805, 1.69148, -1.85143], [-2.02003, -0.52230, -0.28750], [-3.58962, 0.02624, -2.20585], [-1.36253, -0.86552, -2.70511], [-0.67090, 0.76475, -2.70990], [-2.93802, 0.81468, -3.64838], [-4.07575, 2.39366, -1.99722], [-2.43224, 2.84527, -2.43530], [-2.62481, 3.16232, -0.04237], [-3.39653, 1.58688, 0.17603], [-1.07162, 1.44044, 0.94650], [-0.47412, 2.10275, -0.57229], [-0.25079, -2.40799, -1.81522], [2.04456, -3.03736, -1.12359], [1.49171, -3.42431, 0.50254], [0.82817, -4.91722, -2.09471], [1.80399, -5.50104, -0.74923], [-0.13744, -5.66901, 0.69854], [-0.54109, -6.46442, -0.82195], [-2.38444, -4.97656, 0.08817], [-1.87761, -4.57073, -1.55106], [-2.16328, -2.51903, -0.28701], [-1.14985, -3.09063, 1.03658], [0.10079, -0.24638, 5.55514], [-2.16748, -0.39689, 6.11405], [0.73413, -1.38467, 3.58431], [0.66259, 1.82989, 5.69540], [1.33126, 2.09879, 6.52928], [-0.82901, 4.68994, 2.94685], [0.24108, 5.03624, 3.79363], [0.70800, 4.15289, 4.75283], [0.14618, 2.83588, 4.86588], [-0.99427, 2.53394, 4.03081], [-1.44774, 3.44055, 3.08224], [-1.18340, 5.39184, 2.18643], [0.71233, 6.01305, 3.68657], [1.53660, 4.40352, 5.42269], [-1.51248, 1.57115, 4.17366], [-2.28705, 3.16145, 2.45296], [1.28355, -1.09935, 7.42825]]
}



{
  "formula": "C6H12O",
  "method": "ωB97M-V/def2-TZVPD",
  "total_energy_ev": -8461.1996,
  "relative_energy_kcal_mol": 72.7,
  "orbital_gap_ev": 9.554,
  "homo_ev": -8.490,
  "elements": ["C", "C", "C", "C", "C", "O", "C", "H", "H", "H", "H", "H", "H", "H", "H", "H", "H", "H", "H"],
  "coordinates": [[2.91110, 0.16498, 0.19890], [1.49440, -0.40435, 0.15318], [0.47080, 0.72956, 0.06261], [-0.93141, 0.32576, -0.24722], [-1.59417, -0.72606, -1.11062], [-2.86432, -0.03403, -0.90273], [-2.15053, 0.86005, -0.13004], [3.09445, 0.78881, -0.68358], [3.05495, 0.79814, 1.08280], [3.67605, -0.61687, 0.21953], [1.30564, -1.02329, 1.03845], [1.38989, -1.06769, -0.71591], [0.82866, 1.43038, -0.70918], [0.47851, 1.29163, 1.00402], [-2.39420, -0.79429, 1.67943], [-1.65123, -1.74268, -0.70599], [-1.34387, -0.75610, -2.17586], [-2.65333, 1.70027, 0.34355], [-3.12139, -0.92423, 1.59866]]
}



{
  "formula": "C3H5NO",
  "method": "ωB97M-V/def2-TZVPD",
  "total_energy_ev": -6728.4527,
  "relative_energy_kcal_mol": 25.8,
  "smiles": "COCC#N",
  "orbital_gap_ev": 11.762,
  "homo_ev": -10.945,
  "elements": ["C", "O", "C", "C", "N", "H", "H", "H", "H", "H"],
  "coordinates": [[0.58572, -0.29805, 1.21346], [-0.21366, -0.93595, 0.23517], [-0.20669, -0.27274, -0.99378], [-1.02777, 0.96367, -0.95463], [-1.67555, 1.91970, -0.89037], [0.27801, -0.69620, 2.18109], [0.43408, 0.79007, 1.21804], [1.65068, -0.51546, 1.04880], [-0.63530, -0.95042, -1.73730], [0.81047, -0.00461, -1.32049]]
}



{
  "formula": "C34H22BrIN4O9S2Y",
  "method": "ωB97M-V/def2-TZVPD",
  "charge": -1,
  "total_energy_ev": -160867.9352,
  "relative_energy_kcal_mol": 24.4,
  "orbital_gap_ev": 7.625,
  "homo_ev": -5.688,
  "elements": ["Y", "O", "C", "C", "C", "C", "C", "C", "C", "O", "N", "N", "C", "C", "C", "C", "C", "C", "C", "O", "H", "H", "H", "H", "H", "H", "H", "H", "H", "H", "O", "S", "O", "N", "C", "O", "C", "C", "C", "C", "C", "C", "H", "H", "H", "H", "Br", "C", "C", "C", "C", "C", "C", "I", "H", "H", "H", "H", "O", "S", "O", "N", "C", "O", "C", "C", "C", "C", "C", "C", "H", "H", "H", "H"],
  "coordinates": [[0.24451, -0.09689, -0.32728], [0.63511, 5.32100, 1.05523], [1.21833, 5.29639, -0.15483], [1.66609, 6.50629, -0.68666], [2.26594, 6.54581, -1.92549], [2.43437, 5.38465, -2.66490], [1.99094, 4.18470, -2.14817], [1.38082, 4.11527, -0.89755], [0.93360, 2.79803, -0.38756], [1.02416, 1.77994, -1.15394], [0.47924, 2.77878, 0.84913], [0.10427, 1.51624, 1.25890], [-0.16564, 1.38116, 2.51434], [-0.56223, 0.17268, 3.18372], [-0.81477, 0.28964, 4.55912], [-1.22230, -0.78078, 5.32406], [-1.39393, -2.01475, 4.70818], [-1.15624, -2.17666, 3.36442], [-0.72038, -1.10425, 2.55039], [-0.48521, -1.29711, 1.29354], [0.38274, 4.39080, 1.26901], [1.52582, 7.40015, -0.10030], [2.60642, 7.49212, -2.31972], [2.90824, 5.41675, -3.63292], [2.10614, 3.26417, -2.69960], [-0.08532, 2.27606, 3.14623], [-0.68509, 1.25936, 5.02025], [-1.40820, -0.66299, 6.38297], [-1.71884, -2.86590, 5.29379], [-1.28536, -3.13557, 2.88565], [-4.12226, 1.73965, -4.44440], [-4.07137, 0.48556, -3.74414], [-4.41290, -0.69552, -4.49697], [-2.62641, 0.28311, -2.99730], [-2.76584, 0.28164, -1.70019], [-1.82515, 0.16752, -0.88212], [-4.16399, 0.46591, -1.19746], [-4.61236, 0.50935, 0.11195], [-5.97185, 0.67503, 0.32335], [-6.85275, 0.79132, -0.74116], [-6.39874, 0.74528, -2.05565], [-5.04634, 0.58030, -2.24953], [-3.91521, 0.41223, 0.93094], [-6.35376, 0.71285, 1.32986], [-7.90861, 0.91980, -0.54427], [-7.07516, 0.83605, -2.88674], [1.99103, -5.11373, -3.77649], [0.52452, -4.12514, -4.42617], [-0.24053, -4.67486, -5.43945], [-1.32597, -3.97944, -5.93641], [-1.64968, -2.72799, -5.42921], [-0.87821, -2.17264, -4.42357], [0.21517, -2.87575, -3.90763], [1.39771, -2.02600, -2.38528], [0.01868, -5.64637, -5.82920], [-1.91766, -4.41814, -6.72109], [-2.50275, -2.17740, -5.78995], [-1.13706, -1.18809, -4.03446], [6.08022, -2.70187, -0.41418], [5.67461, -1.32451, -0.40599], [6.42807, -0.41213, -1.22191], [4.05765, -1.17558, -0.67890], [3.44914, -0.72155, 0.38599], [2.22368, -0.51895, 0.45261], [4.30056, -0.43920, 1.56445], [3.92555, 0.03413, 2.80541], [4.91668, 0.20877, 3.75241], [6.24152, -0.08518, 3.46530], [6.61498, -0.56622, 2.21381], [5.61793, -0.73131, 1.28183], [2.89007, 0.25345, 3.01894], [4.65852, 0.57728, 4.73011], [6.99338, 0.06091, 4.22751], [7.63844, -0.79870, 1.98256]]
}



{
  "formula": "C17H23N3O2S",
  "method": "ωB97M-V/def2-TZVPD",
  "total_energy_ev": -37402.3681,
  "relative_energy_kcal_mol": 65.7,
  "smiles": "CCCCC(=O)N(CCOC)c1nnc(-c2ccccc2C)s1",
  "orbital_gap_ev": 8.560,
  "homo_ev": -8.435,
  "elements": ["C", "C", "C", "C", "C", "O", "N", "C", "C", "O", "C", "C", "N", "N", "C", "C", "C", "C", "C", "C", "C", "C", "S", "H", "H", "H", "H", "H", "H", "H", "H", "H", "H", "H", "H", "H", "H", "H", "H", "H", "H", "H", "H", "H", "H", "H"],
  "coordinates": [[1.52419, 0.45094, 5.20393], [2.24527, 1.06957, 4.01284], [1.26209, 1.68906, 3.02225], [1.97215, 2.35797, 1.83871], [2.81395, 1.37955, 1.06790], [4.02401, 1.39629, 1.08493], [2.16098, 0.37169, 0.36185], [3.01378, -0.62446, -0.27084], [3.36175, -0.20656, -1.70830], [2.25190, -0.20138, -2.57300], [1.96685, -1.44297, -3.16886], [0.82897, 0.34707, 0.06528], [0.02193, 1.35555, 0.08537], [-1.22669, 1.06116, -0.21525], [-1.45517, -0.17604, -0.48879], [-2.72383, -0.75465, -0.86451], [-2.76867, -2.10424, -1.22410], [-3.95043, -2.70603, -1.60008], [-5.11824, -1.96114, -1.61929], [-5.08578, -0.62571, -1.26195], [-3.90804, 0.00487, -0.88197], [-3.93057, 1.44812, -0.50639], [0.01341, -1.15979, -0.36393], [2.23742, 0.01424, 5.89868], [0.84271, -0.33093, 4.87477], [0.94670, 1.20564, 5.73350], [2.83955, 0.30415, 3.50867], [2.93524, 1.83948, 4.36382], [0.57785, 0.92020, 2.65900], [0.66209, 2.44472, 3.53306], [1.23457, 2.80869, 1.17619], [2.64969, 3.12805, 2.21147], [2.50799, -1.59227, -0.25375], [3.93559, -0.68277, 0.31102], [3.73561, 0.82089, -1.68776], [4.15159, -0.86488, -2.09340], [1.10941, -1.27925, -3.81868], [2.81586, -1.79578, -3.76654], [1.71308, -2.21135, -2.42956], [-1.85554, -2.68273, -1.20837], [-3.96157, -3.74942, -1.87645], [-6.05102, -2.42005, -1.91126], [-6.00089, -0.05118, -1.27771], [-4.94354, 1.83999, -0.55422], [-3.29022, 2.02249, -1.17267], [-3.53767, 1.58704, 0.49874]]
}



{
  "formula": "C5H8O",
  "method": "ωB97M-V/def2-TZVPD",
  "total_energy_ev": -7355.6517,
  "relative_energy_kcal_mol": 152.3,
  "orbital_gap_ev": 9.046,
  "homo_ev": -8.100,
  "elements": ["C", "O", "C", "C", "C", "C", "H", "H", "H", "H", "H", "H", "H", "H"],
  "coordinates": [[1.94247, -0.45849, 0.32611], [1.58058, 0.88495, 1.08878], [0.64679, 0.10276, 0.71924], [-0.81432, -0.00304, 0.98535], [-1.21605, -0.28067, -0.47260], [-0.06452, 0.43532, -1.19447], [2.41987, -1.10324, 1.07226], [1.23530, -0.06390, -0.83511], [-1.18754, 0.96446, 1.33874], [-1.04988, -0.77271, 1.72819], [-2.22442, 0.06558, -0.72420], [-1.17465, -1.35799, -0.66691], [-0.18195, 1.52365, -1.17520], [0.06709, 0.12121, -2.23887]]
}



{
  "formula": "C25H22MnN4O3S2",
  "method": "ωB97M-V/def2-TZVPD",
  "multiplicity": 6,
  "total_energy_ev": -91377.5036,
  "relative_energy_kcal_mol": 1.8,
  "orbital_gap_ev": [7.368, 8.066],
  "homo_ev": [-7.928, -8.721],
  "elements": ["Mn", "C", "C", "C", "C", "C", "C", "C", "C", "C", "C", "C", "C", "C", "C", "C", "N", "H", "H", "H", "H", "H", "H", "H", "H", "H", "H", "C", "N", "C", "S", "N", "C", "H", "H", "H", "H", "H", "H", "H", "H", "O", "S", "O", "N", "C", "O", "C", "C", "C", "C", "C", "C", "H", "H", "H", "H"],
  "coordinates": [[-0.14018, -0.04534, -0.01017], [-2.10580, -3.41962, -2.28825], [-1.10242, -3.72525, -3.20123], [0.08930, -3.02117, -3.15643], [0.26344, -2.00593, -2.21107], [-0.74295, -1.63702, -1.30663], [-1.92006, -2.39123, -1.37088], [1.58509, -1.30818, -2.08990], [2.75140, -1.79626, -2.74407], [3.94565, -1.19168, -2.53316], [4.03561, -0.06712, -1.68108], [5.25419, 0.59533, -1.39701], [5.27002, 1.68167, -0.57661], [4.06244, 2.15818, -0.01053], [2.87806, 1.53426, -0.26526], [2.84113, 0.39069, -1.09857], [1.64824, -0.24650, -1.31622], [-3.02752, -3.99180, -2.29117], [-1.23911, -4.51641, -3.92691], [0.86948, -3.27162, -3.86519], [-2.72458, -2.18449, -0.67008], [2.68552, -2.65982, -3.38762], [4.84218, -1.56653, -3.01474], [6.17102, 0.22075, -1.83666], [6.20279, 2.18341, -0.35527], [4.08166, 3.02707, 0.63436], [1.95518, 1.90336, 0.16528], [-0.72581, 1.44624, -3.69950], [-2.00746, 1.02984, -3.14078], [-2.33808, 1.17544, -1.86092], [-1.35083, 2.03102, -0.74025], [-3.51749, 0.68825, -1.47214], [-4.42237, -0.05564, -2.32845], [-0.71694, 1.15926, -4.74850], [0.09978, 0.96623, -3.18182], [-0.61242, 2.52476, -3.61905], [-2.55247, 0.38506, -3.68882], [-3.72309, 0.79782, -0.49293], [-4.78385, 0.56523, -3.15146], [-5.27815, -0.36572, -1.73628], [-3.93987, -0.95182, -2.72536], [1.34533, -2.00726, 5.91453], [0.28062, -2.33717, 5.01023], [-0.93123, -2.89383, 5.53799], [-0.05212, -1.06498, 4.03690], [0.31755, -1.30333, 2.81248], [0.18724, -0.47592, 1.85388], [0.91892, -2.65579, 2.56913], [1.40620, -3.19805, 1.39563], [1.88922, -4.50302, 1.42801], [1.87648, -5.23715, 2.61182], [1.39238, -4.68284, 3.79252], [0.92420, -3.38691, 3.73656], [1.40472, -2.62364, 0.47678], [2.27494, -4.95544, 0.52296], [2.24554, -6.25499, 2.61383], [1.38010, -5.24720, 4.71555]]
}



{
  "formula": "C7H12N",
  "method": "ωB97M-V/def2-TZVPD",
  "charge": 1,
  "total_energy_ev": -8933.3864,
  "relative_energy_kcal_mol": 83.4,
  "smiles": "C=C[C@@]1([NH3+])CC12CC2",
  "orbital_gap_ev": 10.029,
  "homo_ev": -13.452,
  "elements": ["C", "C", "C", "N", "C", "C", "C", "C", "H", "H", "H", "H", "H", "H", "H", "H", "H", "H", "H", "H"],
  "coordinates": [[-2.54598, -0.78285, -0.50689], [-1.47734, -0.85527, 0.26116], [-0.39897, 0.05671, 0.29562], [-0.63218, 1.45771, -0.11685], [0.58596, 0.04809, 1.60472], [0.97469, -0.25657, 0.18789], [1.79644, -1.23046, -0.52220], [2.02402, 0.30488, -0.70918], [-3.12946, -1.69947, -0.48995], [-3.06281, 0.09654, -0.96131], [-1.25813, -1.88288, 0.62384], [0.32312, 1.88992, -0.29850], [-1.17856, 1.92420, 0.57528], [-1.19899, 1.28829, -0.96615], [0.68520, 1.06564, 1.86294], [0.48951, -0.82688, 2.22290], [1.42522, -1.91673, -1.30146], [2.66329, -1.73431, -0.02032], [2.73640, 0.75073, -0.18094], [1.70448, 0.87577, -1.61057]]
}



> Which formula does entry 6 have?

C5H8O



What did the third record say?
{
  "formula": "C3H5NO",
  "method": "ωB97M-V/def2-TZVPD",
  "total_energy_ev": -6728.4527,
  "relative_energy_kcal_mol": 25.8,
  "smiles": "COCC#N",
  "orbital_gap_ev": 11.762,
  "homo_ev": -10.945,
  "elements": ["C", "O", "C", "C", "N", "H", "H", "H", "H", "H"],
  "coordinates": [[0.58572, -0.29805, 1.21346], [-0.21366, -0.93595, 0.23517], [-0.20669, -0.27274, -0.99378], [-1.02777, 0.96367, -0.95463], [-1.67555, 1.91970, -0.89037], [0.27801, -0.69620, 2.18109], [0.43408, 0.79007, 1.21804], [1.65068, -0.51546, 1.04880], [-0.63530, -0.95042, -1.73730], [0.81047, -0.00461, -1.32049]]
}